Run a
Molecular formula: C4H8FN3
Method: DFT, ωB97M-V/def2-TZVPD

Values from the calculation:
Highest occupied orbital energy in hartree: -0.3184
SMILES: N/N=C\N1C[C@H]1CF
Total charge: 0
Orbital gap in eV: 9.80
LUMO level in eV: 1.1

```
16
Properties=species:S:1:pos:R:3:lowdin_charge:R:1
C -2.3833 0.1742 0.6067 -0.1691
H 2.3092 -1.0804 1.0011 0.0778
N 0.2415 0.3219 0.3924 0.0182
H 3.7700 -1.2955 0.2146 0.0931
H -0.6672 -1.6092 -0.1439 0.1273
H 1.2106 2.0827 -0.4536 0.0948
F -3.2237 -0.3466 -0.3861 -0.0464
C -1.1057 0.4505 -0.1326 -0.3839
N 2.5990 0.4812 -0.2461 -0.0583
H -0.2311 -0.8519 -1.6906 0.1450
C -0.3673 -0.6135 -0.5906 -0.1766
H -2.6920 1.1848 0.9166 0.1173
H -2.2991 -0.4753 1.4678 0.1213
H -1.4257 1.3673 -0.8625 0.1949
N 2.8334 -0.8482 0.1473 -0.0142
C 1.4313 1.0580 -0.2405 -0.1412
```



Run b
Molecular formula: C4H8FN3
Method: DFT, ωB97M-V/def2-TZVPD

Values from the calculation:
Highest occupied orbital energy in hartree: -0.2885
SMILES: N/C=C/C(CF)=N\N
Total charge: 0
Orbital gap in eV: 8.76
LUMO level in eV: 0.9

```
16
Properties=species:S:1:pos:R:3:lowdin_charge:R:1
N -2.6824 -0.8661 -0.1124 0.0639
H 3.1596 -1.6181 -0.2124 0.0691
H 1.6253 2.3535 -0.2332 0.0999
C 0.8605 0.3591 0.0713 -0.3275
H 0.6823 2.1412 1.3555 0.1339
H -1.7906 0.9862 -0.2683 0.1275
C -0.3251 -0.5111 0.1718 -0.0683
H 1.6628 -1.8628 -0.9025 0.0543
N 2.1617 -1.4378 -0.1595 -0.0257
H -0.1143 -1.5819 0.4514 0.1093
C 0.7878 1.8959 0.2566 -0.1089
N 2.0729 -0.0147 -0.0780 -0.0015
F -0.3298 2.4940 -0.3913 -0.1094
H -3.5925 -0.4088 0.0059 0.1085
H -2.5898 -1.8444 0.0623 0.0894
C -1.5883 -0.0841 -0.0173 -0.2147
```



Which is most stable, and by how much? run b, by 236.8 kJ/mol.



Run a
Molecular formula: C2H14N2O3
Method: DFT, ωB97M-V/def2-TZVPD

Values from the calculation:
Highest occupied orbital energy in hartree: -0.3403
SMILES: CNCN.O.O.O
Total charge: 0
Orbital gap in eV: 9.96
LUMO level in eV: 0.7

```
21
Properties=species:S:1:pos:R:3:lowdin_charge:R:1
O -2.1534 -0.3539 -0.3154 -0.0810
H 1.8781 -0.6226 -2.4570 0.0743
H 2.0373 1.1951 -0.7378 0.1018
H -2.1925 -1.5377 1.0043 -0.0269
H 0.1618 -0.8393 0.0640 0.0912
C 1.1472 -0.3846 0.1118 -0.2955
O -2.2156 -2.1520 1.7586 -0.0790
N 1.2842 0.3079 1.4496 0.0008
H -0.9404 2.3670 0.2435 0.0546
H 0.8977 -0.3227 2.1497 0.0796
H 0.1865 -0.4639 -2.4011 0.0760
H 2.2838 0.1232 1.5535 0.0759
H 1.9562 -1.1118 -0.0457 0.1147
H -1.9738 -1.6358 2.5312 0.0203
H 1.1118 0.9338 -2.9722 0.0767
N 1.2044 0.6577 -0.9116 -0.1366
H -1.9084 0.4735 0.1742 0.0209
C 1.0946 0.1228 -2.2490 -0.1387
H -2.6810 -0.0455 -1.0549 0.0562
O -1.0554 1.8106 1.0295 -0.0866
H -0.1230 1.4781 1.0752 0.0013
```



Run b
Molecular formula: C2H14N2O3
Method: DFT, ωB97M-V/def2-TZVPD

Values from the calculation:
Highest occupied orbital energy in hartree: -0.3258
SMILES: CNCN.O.O.O
Total charge: 0
Orbital gap in eV: 8.99
LUMO level in eV: 0.1

```
21
Properties=species:S:1:pos:R:3:lowdin_charge:R:1
O 1.6875 -0.1262 3.4301 -0.0756
H 0.4828 -0.6407 0.4881 0.0284
H 0.2431 2.0843 2.0582 0.0616
N 0.2772 -1.2354 -0.3010 -0.0204
H -2.7153 -0.7704 1.1725 0.0529
H 1.9801 -0.8003 2.7833 0.0424
H 1.2117 0.2582 -3.2618 0.0683
H 2.2229 1.0739 -2.1304 0.0768
O -0.4098 1.3775 2.0509 -0.0460
H -1.1474 1.6594 1.5039 0.0358
N 0.0321 0.7009 -1.5953 -0.1052
H -0.1452 -2.0989 0.0589 0.0650
O -2.9783 -0.4206 0.3106 -0.0578
H -0.3124 -1.3150 -2.2753 0.1283
H 0.0785 1.3000 -0.8032 0.0650
H -2.3989 0.3249 0.1303 0.0088
H 1.8650 -0.5089 -1.7423 0.0726
H -1.6183 -0.6295 -1.2342 0.0679
C -0.5483 -0.6156 -1.4230 -0.2891
H 0.8418 0.0006 2.9664 -0.0114
C 1.3511 0.3820 -2.1866 -0.1681
```



Which is most stable, and by how much? run a, by 126.4 kJ/mol.



Run a
Molecular formula: C2H14N2O3
Method: DFT, ωB97M-V/def2-TZVPD

Values from the calculation:
Highest occupied orbital energy in hartree: -0.3457
SMILES: NCCN.O.O.O
Total charge: 0
Orbital gap in eV: 9.82
LUMO level in eV: 0.4

```
21
Properties=species:S:1:pos:R:3:lowdin_charge:R:1
O -0.9308 4.6898 0.8295 -0.0625
H -1.2184 4.1740 1.5924 0.0331
H 2.3507 -0.4582 1.6985 0.0198
C 0.1062 0.4803 -1.8441 -0.2911
H -0.3645 -0.3097 1.1838 0.0645
C -0.6589 -0.2772 -0.7581 -0.2673
H -0.0026 4.5177 0.6571 0.0281
N 0.2565 -0.4835 0.4026 -0.0162
N -0.6813 0.4435 -3.0878 -0.0129
H -1.0956 -0.4777 -3.1607 0.0529
O -0.8566 -3.3531 1.3643 -0.0440
H -0.0024 -2.9921 1.5873 0.0059
O 2.5772 -1.2451 2.2144 -0.0698
H 0.1455 1.5102 -1.4860 0.1008
H 1.7258 -1.3877 2.6444 0.0182
H 1.1212 0.0770 -1.8815 0.1010
H 0.5158 -1.4432 0.5715 0.0234
H -0.0922 0.6128 -3.8877 0.0562
H -1.4296 0.4304 -0.4378 0.1094
H -0.8566 -4.1859 0.8969 0.0416
H -1.2261 -1.1920 -0.9606 0.1090
```



Run b
Molecular formula: C2H14N2O3
Method: DFT, ωB97M-V/def2-TZVPD

Values from the calculation:
Highest occupied orbital energy in hartree: -0.3462
SMILES: NCCN.O.O.O
Total charge: 0
Orbital gap in eV: 9.94
LUMO level in eV: 0.5

```
21
Properties=species:S:1:pos:R:3:lowdin_charge:R:1
N 0.9284 1.6534 0.0081 -0.0146
H 1.1426 -2.6467 1.3309 0.0644
C 1.3689 -0.5829 1.0642 -0.2860
H 0.3426 -0.3974 1.3952 0.1080
O -0.8355 -3.5983 -1.1924 -0.0614
O -1.1666 3.5766 -0.0477 -0.0618
H -2.5640 -0.3497 -0.6000 0.0323
H 1.5249 2.0414 0.7151 0.0718
O -2.6634 0.5674 -0.2950 -0.0628
H -0.4508 -2.7309 -1.0374 0.0004
H 2.5566 -2.2213 0.6587 0.0681
H 2.0560 -0.2937 1.8745 0.1079
C 1.4716 0.2811 -0.1962 -0.2752
H -0.2647 3.2739 0.1380 -0.0095
H -1.3982 4.1706 0.6622 0.0305
H -0.0575 1.4883 0.1014 0.0345
N 1.5780 -1.9836 0.7074 -0.0125
H 2.4886 0.4187 -0.5717 0.1048
H -2.3231 0.9640 -1.1073 0.0353
H -1.4581 -3.7126 -0.4721 0.0266
H 0.9896 -0.2345 -1.0256 0.0993
```



Which is most stable, and by how much? run b, by 15.6 kJ/mol.



Run a
Molecular formula: CH3N4O
Method: DFT, ωB97M-V/def2-TZVPD

Values from the calculation:
Highest occupied orbital energy (alpha / beta) in hartree: -0.5179 / -0.5179
Total charge: +1
Orbital gap (alpha / beta) in eV: 8.04 / 8.04
LUMO level (alpha / beta) in eV: -6.1 / -6.1

```
9
Properties=species:S:1:pos:R:3:lowdin_charge:R:1
C 0.7339 -0.0828 0.2188 -0.0932
H 2.2323 -0.5139 -0.8323 0.1852
H 2.4627 -0.9318 0.7351 0.0926
N -0.1041 0.7258 0.0251 0.0328
N -1.9742 -1.3119 0.0916 0.2912
N -1.3200 1.0871 0.0222 0.0226
N 1.7928 -0.7754 0.0886 0.2132
O -2.4757 -0.2865 0.0178 0.0804
H -1.3477 2.0893 -0.3669 0.1752
```



Run b
Molecular formula: CH3N4O
Method: DFT, ωB97M-V/def2-TZVPD

Values from the calculation:
Highest occupied orbital energy (alpha / beta) in hartree: -0.5347 / -0.5346
Total charge: +1
Orbital gap (alpha / beta) in eV: 7.72 / 7.72
LUMO level (alpha / beta) in eV: -6.8 / -6.8

```
9
Properties=species:S:1:pos:R:3:lowdin_charge:R:1
C 0.4936 -0.3751 1.5015 0.0277
N -1.2863 -0.2412 -0.1334 0.2512
H 0.2202 -0.1511 -1.7594 0.0656
H -1.1788 0.0188 -2.4696 0.0884
N -0.4484 -0.2132 0.6846 0.0454
N -0.6159 0.2929 -1.7354 0.1795
H -0.4994 1.2903 -1.9516 0.1424
O 2.0341 -0.3216 3.4166 0.1672
N 1.2809 -0.2997 2.4468 0.0327
```



Which is most stable, and by how much? run a, by 42.7 kJ/mol.